The following is a quantum chemistry calculation of the molecule C7H8BrNO2 in a non-equilibrium geometry, from OMol25.

XYZ file:
```
19
Properties=species:S:1:pos:R:3:forces:R:3
C 1.30936 -2.43801 -0.12004 -1.055 -0.223 0.658
C 1.22069 -0.96644 -0.43987 -0.916 -0.208 0.114
N 2.08425 -0.30277 -1.17456 0.513 -2.781 0.470
O 1.57227 0.89548 -1.41027 -0.999 1.583 0.317
C 0.39891 1.01475 -0.78283 -1.533 -0.220 0.987
C -0.24974 2.34520 -0.86358 -1.841 -0.921 1.893
C 0.05684 -0.15305 -0.13442 1.248 0.056 0.010
C -1.13303 -0.55596 0.75462 0.962 0.831 -1.124
Br -2.69587 -0.56131 -0.46021 -0.075 -0.666 0.366
C -1.46865 0.56304 1.69971 1.541 0.700 -0.901
O -1.38110 0.53075 2.88093 -0.412 -0.552 1.241
H 2.18041 -2.69042 0.44707 0.938 -0.054 -0.046
H 0.49099 -2.77073 0.61209 0.808 0.576 -1.451
H 1.26941 -3.03051 -1.05276 -0.028 0.198 0.608
H 0.16330 2.97878 -0.11128 0.768 0.676 0.423
H -0.04065 2.71983 -1.81013 -0.125 1.075 -1.675
H -1.35568 2.35965 -0.54219 1.573 -0.380 -1.283
H -0.89296 -1.44974 1.34159 -0.643 -0.124 -0.608
H -1.52875 1.51146 1.16614 -0.723 0.435 0.000
```
Forces are in eV/Å.

The gap between HOMO and LUMO comes out at 0.358 Ha. Its energy is -3050.70797 a.u. The calculation puts the highest occupied orbital energy at -9.7 eV. The spin multiplicity is 1. The calculation puts the energy above the lowest of the compared OMol25 structures with the same formula, charge and spin at 44.89 kcal/mol.

These are the natural (NBO) partial charges, in e, on atoms 1 to 5: -0.648, 0.162, -0.132, -0.255, 0.356


The following is a quantum chemistry calculation of a cluster of 3 separate species, C7H8BrO2S2 in total in a non-equilibrium geometry, from OMol25.

XYZ file:
```
20
Properties=species:S:1:pos:R:3:forces:R:3
C 2.10830 0.51863 -0.90387 0.432 1.868 2.991
C 1.16884 -0.30434 -0.53162 -2.865 -0.094 1.358
C -2.99937 2.04033 -0.19306 -0.390 -0.169 -0.492
C 2.73108 1.51273 -0.12483 -0.604 0.151 0.786
C 0.75333 1.07770 1.63693 -1.059 -2.339 -1.358
C -0.06857 -2.41119 -0.42989 -1.208 -2.026 0.578
C -0.05710 -0.99963 -1.01845 4.108 -2.164 -0.009
O -3.90048 1.87332 -0.90050 -0.620 -0.012 -0.402
O -2.08206 2.33863 0.42739 1.077 0.742 0.710
S 2.12776 1.88580 1.54600 1.220 0.233 -2.088
S -0.12155 0.68278 3.02469 -0.439 -0.455 0.030
Br -2.93817 -0.52843 1.01096 -0.130 -0.630 0.290
H 2.59456 0.20454 -1.75145 1.113 -0.364 -2.524
H 3.29572 2.26752 -0.62408 0.581 0.413 0.140
H 0.33343 -2.41246 0.62106 -0.162 -0.049 -1.190
H 0.32355 -3.30862 -1.03088 0.344 1.746 0.583
H -1.11014 -2.75597 -0.32306 0.039 0.410 0.180
H -0.91820 -0.50082 -0.84151 -2.716 1.762 1.383
H -0.07396 -1.03254 -2.09562 0.507 -0.014 -0.819
H -1.16697 -0.14799 2.50180 0.774 0.989 -0.146
```
Forces are in eV/Å.

The gap between HOMO and LUMO (alpha / beta) comes out at 0.245 / 0.245 Ha. Its energy is -3792.30707 a.u. The calculation puts the highest occupied orbital energy (alpha / beta) at -3.7 / -3.7 eV. The total charge is -1. The spin multiplicity is 1. The calculation puts the energy above the lowest of the compared OMol25 structures with the same formula, charge and spin at 122.77 kcal/mol.

These are the natural (NBO) partial charges, in e, on atoms 1 to 5: -0.370, 0.271, 1.049, -0.601, -0.587


The following is a quantum chemistry calculation of a structure of composition C7H8CeCl2N2O3SY in a non-equilibrium geometry, from OMol25.

XYZ file:
```
25
Properties=species:S:1:pos:R:3:forces:R:3
Ce 1.32982 0.29277 -3.59424 5.616 1.614 5.840
Y 0.13018 0.26738 0.63441 0.970 1.382 -1.135
Cl -0.22571 1.73573 -1.78062 0.717 -0.953 -0.675
Cl 1.29738 -1.47958 -0.79500 -0.105 0.592 -1.073
C -0.84757 -1.53954 1.82012 -3.147 -6.263 3.954
C -0.29499 0.92705 -4.98779 -10.041 2.527 -6.819
C 0.09650 -1.53513 -4.30721 -6.584 -7.202 -3.866
O -1.30126 -2.44172 2.39586 2.378 4.730 -2.998
O -1.28477 1.10620 -5.59032 6.036 -0.923 3.543
O -0.67226 -2.28529 -4.76472 4.465 4.089 2.693
S 2.31145 1.29838 1.62245 -0.704 0.053 -0.168
C 1.27752 1.38935 2.99807 0.627 0.275 2.459
N 1.76567 1.40181 4.22594 -0.284 -0.151 -1.708
C 0.96783 1.19996 5.45002 -0.051 0.345 0.370
C -0.30297 0.45347 5.10613 -0.089 -0.293 0.340
C -1.06189 1.17366 4.02936 0.108 0.363 -0.294
N -0.13187 1.35956 2.84288 -0.185 0.036 -1.379
H 2.77984 1.48373 4.29706 -0.088 -0.182 0.153
H 0.74142 2.18413 5.87837 0.121 -0.159 0.022
H 1.58857 0.64411 6.15840 -0.065 0.131 -0.136
H -0.92821 0.39008 6.00013 0.046 -0.041 -0.066
H -0.07601 -0.57645 4.80170 0.016 0.094 0.079
H -1.37648 2.17821 4.33141 -0.042 -0.236 0.113
H -1.93211 0.61573 3.67012 0.100 0.132 0.140
H -0.41205 2.19667 2.30576 0.185 0.040 0.611
```
Forces are in eV/Å.

The gap between HOMO and LUMO (alpha / beta) comes out at 0.191 / 0.191 Ha. Its energy is -2437.26610 a.u. The calculation puts the highest occupied orbital energy (alpha / beta) at -21.9 / -21.9 eV. The total charge is +4. The spin multiplicity is 2.

These are the Mulliken partial charges, in e, on atoms 1 to 5: 1.696, 1.386, -0.363, -0.399, 0.099